77
Properties=species:S:1:pos:R:3:forces:R:3 method="wB97M-V/def2-TZVPD" e_tot_ev=-65398.5995 mol_weight_g_mol=611.56 charge=0 gap_ev=4.59 e_homo_ev=-6.838
H 0.604 0.469 -1.706 0.8 0.2 -1.0
C 3.356 0.993 -2.641 0.9 0.9 -1.1
C 4.636 0.208 -2.182 0.4 1.0 0.5
H 1.475 4.001 3.160 -1.1 0.7 0.0
H 1.081 1.888 -2.712 0.2 -1.3 -0.3
C -0.996 -0.815 -3.271 0.6 -4.4 -1.0
C -1.787 3.275 4.452 0.5 -0.3 -1.7
C -0.743 -2.236 -3.553 0.7 1.1 0.1
C 1.082 0.690 1.492 2.3 -0.8 -1.7
H -0.781 1.295 -3.899 0.7 -1.1 -0.1
C -0.155 1.209 2.360 0.5 -1.6 -1.0
H -0.446 3.183 1.210 -0.5 -0.9 0.5
C 0.945 -0.485 0.564 2.5 1.0 -0.3
O -3.478 0.255 -0.349 1.1 0.3 -2.2
H -2.155 3.808 3.516 0.1 -0.5 1.3
C -1.097 -0.086 2.549 0.4 1.2 0.3
H 3.031 1.795 -1.906 0.4 -1.3 -0.5
C -5.009 -2.314 -1.399 1.4 0.1 -0.1
O -1.855 -4.408 -2.965 -1.6 -0.6 -1.9
C 0.287 1.709 3.791 0.0 0.2 0.4
N 1.156 -4.018 -3.956 -1.2 1.8 0.9
H -0.012 -1.058 0.443 1.0 0.6 0.5
H 1.476 3.062 5.852 -1.1 0.3 0.0
H 2.604 2.228 2.177 -0.3 -1.2 -0.8
C 1.013 0.752 -2.732 -1.2 0.7 0.5
C -0.959 2.212 1.445 -0.5 -0.5 -0.3
H 4.570 1.440 0.714 -1.1 -0.6 0.0
H 0.625 5.206 4.224 -0.2 -0.7 -0.8
H -5.870 -3.036 -1.301 1.2 1.0 0.8
N -2.173 -0.839 -2.438 1.4 -1.6 -1.5
H 0.339 0.067 -4.757 -0.6 0.4 0.9
H -0.100 0.949 4.546 0.4 0.9 -0.9
C 0.407 -2.873 -4.415 -0.5 0.8 -0.8
F 0.813 -3.999 -1.573 1.1 0.4 -2.3
C -2.568 -2.162 -2.259 -1.2 -1.7 1.9
C -3.713 -2.799 -1.454 -1.1 0.8 0.1
H -2.087 3.849 5.371 0.3 -0.7 -0.9
C 1.695 -3.784 -2.619 0.6 0.0 0.4
N -1.737 -3.058 -2.924 0.3 6.2 0.7
H -5.204 -1.200 -1.394 0.0 -1.5 -0.8
H -1.999 2.347 1.881 1.3 0.2 -0.5
N -0.401 -3.861 1.895 0.4 -0.4 0.0
O 4.381 -0.738 -1.125 -0.9 1.2 0.2
N -3.046 -5.191 -5.068 0.0 0.4 0.6
H -4.180 0.792 -2.529 1.1 -0.2 -0.4
O -0.706 -5.029 1.588 -0.1 0.0 -0.2
O 0.722 -3.609 2.365 -0.1 0.2 0.0
C -0.120 0.381 -3.778 -0.3 -0.4 0.6
H -0.188 4.739 2.655 0.8 -0.4 0.7
C 2.430 1.338 1.504 -0.4 -1.2 -1.0
P -2.998 0.554 -1.746 -2.7 -0.1 3.6
H 0.090 4.310 6.138 0.6 -1.0 -0.2
H -0.236 2.547 6.411 1.1 0.7 -0.5
H -3.484 -3.708 -0.823 0.1 0.5 -1.6
O 2.812 -3.416 -2.463 -1.1 -0.7 0.3
H 1.921 -4.140 -4.633 -0.2 0.0 0.5
H 5.356 0.993 -1.771 -0.8 -0.7 -0.6
H -2.244 2.242 4.396 0.3 1.2 0.5
C -2.596 -4.766 -4.095 1.6 0.1 1.4
H 1.416 1.689 3.928 -1.3 0.0 -0.4
C 3.587 0.906 0.675 -2.5 -1.5 -0.5
H 1.922 -1.819 -0.979 0.5 1.2 1.0
H -1.128 1.687 0.448 0.3 0.5 1.1
H -0.494 -0.986 2.869 -0.8 1.0 -0.5
C 0.374 3.277 5.789 -1.3 -0.5 -0.6
H 5.198 -0.298 -3.019 -1.0 0.2 0.9
C 0.456 4.365 3.495 -0.1 -0.9 0.6
O 2.262 0.130 -3.011 -0.7 0.8 0.4
O -1.228 -2.934 1.726 -0.4 0.2 -0.4
C 2.085 -0.951 -0.284 -0.1 2.4 2.0
O 0.619 -2.358 -5.496 -0.1 -0.8 1.3
C -0.204 3.124 4.284 0.7 1.1 1.6
H 3.647 1.572 -3.583 -0.2 -0.6 1.0
H -1.833 0.196 3.360 0.5 -0.5 -1.0
H -1.633 -0.268 1.577 0.4 -0.1 1.2
H -2.223 1.748 -1.798 0.4 -0.9 -0.7
C 3.392 -0.239 -0.240 -2.2 -0.2 1.3



71
Properties=species:S:1:pos:R:3:forces:R:3 method="wB97M-V/def2-TZVPD" e_tot_ev=-54500.3407 de_lowest_ev=0.000 mol_weight_g_mol=795.56 charge=+2 gap_ev=5.48 e_homo_ev=-12.972
H 0.264 -4.573 1.973 0.0 0.0 0.0
N -4.251 -1.730 -1.656 0.1 0.0 0.1
H -1.363 -0.525 3.971 0.0 0.0 0.0
N -6.739 -3.757 -1.891 -0.1 0.2 0.1
Pd -0.796 0.200 0.243 0.2 0.8 0.1
H -1.934 0.930 4.816 0.0 0.0 0.0
C -2.134 5.639 -0.313 0.0 0.0 0.1
C -1.449 3.032 -2.842 -0.1 0.0 0.1
H 1.406 1.374 -2.777 0.0 0.0 0.0
Sb -1.529 1.579 2.277 0.4 -0.1 -0.4
H -6.101 -7.667 -2.677 0.0 0.0 0.0
C -5.312 -1.987 -2.638 0.0 0.1 0.0
C 0.360 -3.503 1.927 0.1 0.0 0.0
H -0.206 0.735 4.471 0.0 0.0 0.0
C -1.352 4.804 0.483 -0.2 0.0 0.1
C -2.944 5.096 2.269 0.0 0.0 0.0
C -0.030 -2.652 0.896 0.1 -0.1 0.0
C -4.397 -7.036 -3.837 0.0 0.0 0.0
C -3.624 1.709 2.079 -0.1 -0.1 0.0
N 0.277 -1.380 1.177 -0.7 -0.3 0.2
N -6.829 -5.016 -1.921 -0.2 -0.3 0.1
C 1.491 1.880 -1.817 0.1 0.0 0.0
H -6.196 -1.417 -2.357 0.0 0.0 -0.1
C -3.098 -1.045 -1.826 0.0 -0.1 -0.1
C 0.922 -2.673 2.874 0.1 0.0 -0.1
C -4.289 -2.188 -0.360 0.1 0.0 0.0
H 2.049 2.807 -1.943 0.0 0.0 0.0
H 2.013 1.237 -1.111 0.0 0.0 0.0
H -4.009 2.341 2.878 0.0 0.0 0.0
H -4.618 6.366 1.862 0.0 0.0 0.0
Sb -0.438 2.384 -1.096 -0.2 -0.2 0.4
C -3.308 6.193 0.169 0.0 0.0 0.0
H -0.511 -2.890 -0.039 0.0 0.0 0.0
N -2.399 -1.047 -0.704 0.2 0.0 -0.2
H -2.423 3.445 -2.593 0.0 0.0 0.0
C -5.497 -6.846 -3.034 0.0 0.1 0.0
C -0.988 3.604 2.690 0.0 0.1 0.1
C -2.668 -0.427 -3.107 0.0 0.0 -0.1
C -3.137 -1.765 0.216 -0.1 -0.1 0.1
C -5.810 -5.527 -2.697 0.2 0.2 -0.1
H -5.108 -2.785 0.003 0.0 0.0 0.0
H -1.802 5.887 -1.314 0.0 0.0 0.0
C -1.766 4.524 1.793 0.0 0.0 -0.1
C -0.093 4.232 -0.081 0.2 0.0 -0.1
H -3.865 2.155 1.117 0.0 0.0 0.0
H -4.112 -8.036 -4.131 0.0 0.0 0.0
C -3.714 5.922 1.468 0.0 0.0 0.0
H 1.398 -2.882 3.817 0.0 0.0 0.0
H 0.680 4.053 0.666 0.0 0.0 0.0
N 0.833 -1.419 2.407 0.1 0.1 0.0
H 0.335 4.913 -0.819 0.0 -0.1 -0.1
H -3.331 -3.823 -4.356 0.0 0.0 0.0
H -1.612 -0.170 -3.036 0.0 0.0 0.0
C -3.925 -4.645 -3.978 0.0 0.1 0.0
H -1.269 3.770 3.732 0.0 -0.1 0.0
H -2.777 -1.957 1.213 0.0 0.0 0.0
H -1.559 2.218 -3.551 0.0 0.0 0.0
C -3.626 -5.950 -4.299 0.0 0.0 0.0
H -4.963 -1.663 -3.617 0.0 0.0 0.0
N -5.675 -3.358 -2.648 0.1 -0.1 -0.1
H -2.776 -1.125 -3.938 0.0 0.0 0.0
H -0.823 3.809 -3.279 0.0 0.0 0.0
C -1.210 0.545 4.098 0.0 0.0 0.0
H -3.891 6.852 -0.460 0.0 0.0 0.0
H -2.774 -6.154 -4.935 0.0 0.0 0.0
H 1.272 -0.595 2.782 0.0 0.0 0.0
H -3.242 0.470 -3.344 0.0 0.0 0.0
H -4.059 0.714 2.146 0.0 0.0 0.0
H 0.093 3.714 2.627 0.0 0.0 -0.1
H -3.252 4.908 3.291 0.0 0.0 0.0
C -5.043 -4.458 -3.165 0.0 -0.1 0.0



67
Properties=species:S:1:pos:R:3:forces:R:3 method="wB97M-V/def2-TZVPD" e_tot_ev=-48045.7018 de_lowest_ev=2.253 mol_weight_g_mol=457.64 charge=0 gap_ev=8.67 e_homo_ev=-8.046 smiles="CCO[C@H]1OC(C(=O)N2CCCCCCC2)=C[C@@H](c2csc3ccccc23)[C@@H]1CCCO"
N 2.913 -1.164 -1.292 0.1 0.0 0.0
C -0.304 0.112 -1.858 0.1 0.0 0.2
O 2.503 0.542 -2.704 0.1 0.1 -0.1
H -0.189 2.648 -0.840 0.1 0.0 0.0
H 4.266 -2.947 0.515 0.0 -0.1 0.0
C -1.435 1.148 0.081 0.4 0.0 0.0
H -6.729 0.950 -0.257 0.0 0.1 0.0
H -4.355 1.310 -0.788 0.0 0.2 0.0
C 5.158 -0.130 -1.476 -0.1 0.1 0.0
C -1.643 0.422 -1.262 0.0 -0.1 0.3
C -3.882 -0.786 -0.794 -0.2 -0.4 0.0
H 6.195 -0.467 -1.536 0.0 0.0 0.0
C -2.013 -2.084 -1.182 -0.4 0.0 -0.1
C -1.718 4.983 -0.548 -0.4 -0.2 -0.4
H 0.821 -1.311 2.336 0.0 -0.1 0.0
C 3.354 -2.426 0.812 -0.2 0.2 -0.1
H 3.892 0.923 -0.092 0.0 0.1 0.0
H -0.129 0.964 1.808 0.0 -0.1 -0.2
H -3.013 3.378 0.063 -0.1 0.0 0.0
C 2.447 -2.199 -0.403 -0.1 -0.4 0.2
H -2.184 1.092 -1.941 0.0 0.0 0.0
H -0.445 -1.651 4.464 0.0 0.0 0.1
H 1.447 -1.939 -0.061 0.0 -0.1 0.0
C 4.888 0.479 -0.100 0.3 -0.1 -0.1
H 2.371 -3.143 -0.965 -0.1 0.1 0.1
C -2.479 -0.819 -1.094 0.2 -0.3 -0.4
H 4.659 -2.248 -1.483 -0.1 0.0 0.0
H -7.622 -1.321 0.025 -0.1 0.0 0.0
C -0.257 -1.506 2.328 0.0 0.0 0.2
C 5.027 -0.471 1.095 -0.2 0.3 0.0
C 4.246 -1.309 -1.847 0.2 0.3 -0.3
H -2.356 1.106 0.670 0.1 0.0 0.0
H 4.171 -1.362 -2.939 0.0 -0.1 0.1
C -6.067 0.104 -0.363 0.0 0.2 0.0
H 5.014 0.660 -2.213 0.1 -0.1 0.0
H -1.957 -1.266 3.626 -0.1 0.0 0.0
C 3.728 -1.142 1.559 0.2 -0.2 0.0
H 3.848 -1.395 2.616 -0.1 0.0 0.0
H -1.010 -2.397 -1.398 0.3 0.0 0.0
C -2.143 3.513 -0.588 0.5 0.2 0.1
H 2.812 -3.095 1.485 0.0 -0.1 0.0
C -6.576 -1.185 -0.205 -0.1 -0.2 0.0
O -0.862 -0.869 1.212 0.0 0.2 -0.1
H -0.247 -0.086 -2.915 0.2 0.0 -0.1
O -1.414 5.430 0.751 0.0 0.1 0.5
C -4.737 0.309 -0.656 0.0 0.0 0.0
C -4.420 -2.078 -0.644 0.3 0.0 0.0
C -0.886 -1.081 3.651 0.1 0.0 -0.4
H -2.192 5.311 1.308 0.1 0.1 -0.1
H -0.801 5.123 -1.125 -0.1 0.0 -0.1
C 2.148 -0.165 -1.776 -0.2 -0.1 0.1
C -0.369 0.399 0.893 -0.6 0.2 0.5
H -2.440 3.271 -1.609 -0.1 0.0 0.0
H -6.143 -3.288 -0.238 -0.1 -0.1 0.0
S -3.207 -3.301 -0.890 -0.1 0.3 0.0
O 0.869 0.306 0.221 0.3 0.0 -0.4
H -2.507 5.608 -0.992 0.2 -0.1 0.0
C -1.008 2.605 -0.119 -0.3 -0.1 0.1
H -0.632 3.000 0.828 0.1 0.0 0.0
H 5.780 -1.233 0.879 0.1 -0.1 0.1
H -0.424 -2.575 2.163 0.1 0.1 0.0
H 2.909 -0.425 1.481 0.0 0.0 0.1
C -5.758 -2.286 -0.348 -0.1 0.0 0.0
H 5.402 0.114 1.939 0.1 -0.1 0.0
H -0.720 -0.023 3.839 0.0 0.1 0.1
H 5.601 1.298 0.023 -0.1 0.0 0.0
C 0.807 0.060 -1.131 -0.3 0.2 -0.1



69
Properties=species:S:1:pos:R:3:forces:R:3 method="wB97M-V/def2-TZVPD" e_tot_ev=-109382.5545 de_lowest_ev=0.772 multiplicity=5 mol_weight_g_mol=697.58 charge=+2 gap_ev="8.29 / 5.75" e_homo_ev="-14.214 / -15.429" s2=6.022
C -0.874 1.669 2.372 0.1 0.0 0.0
H -1.159 0.034 3.807 -0.1 0.1 -0.1
N -3.319 0.706 -1.178 0.3 0.5 -0.2
O -2.966 -1.450 0.481 -0.9 -0.8 -0.3
H 2.386 2.740 -3.029 -0.1 0.0 0.0
H 2.330 -1.931 2.878 0.0 -0.1 -0.2
H -2.378 0.084 2.518 -0.1 0.0 -0.1
H 0.641 -0.813 2.479 0.0 0.1 -0.2
C 2.841 -1.409 0.796 -0.1 0.0 -0.1
C -1.737 2.751 1.727 0.0 0.1 -0.1
H 2.263 -2.771 -0.806 0.1 0.0 0.0
H 3.551 -1.670 -1.290 0.0 0.0 0.0
C 2.174 1.012 -1.769 -0.1 -0.1 0.1
H -0.233 -5.244 -0.148 0.0 -0.2 0.1
H 4.056 1.185 -2.775 0.0 0.0 0.1
H 0.755 3.072 2.822 -0.1 -0.1 0.1
H -2.418 1.269 3.826 0.1 -0.1 0.0
C -4.024 -1.341 -0.140 0.5 0.9 -0.1
N -0.277 -4.338 -0.580 0.0 0.1 -0.2
C 0.349 1.396 0.019 0.5 0.2 -0.1
C -0.040 0.943 1.334 -0.3 0.2 0.2
C -3.554 1.931 -1.644 0.0 -0.2 -0.1
H 1.986 0.433 -3.851 0.0 -0.1 0.2
H -0.416 2.844 4.133 0.1 0.0 -0.1
H 3.193 -3.168 1.977 0.0 0.0 0.0
Pt -1.141 -0.221 -0.279 0.3 -0.1 0.1
H 0.734 2.521 -2.460 0.1 0.0 0.1
C 0.133 2.331 3.338 0.1 0.1 0.0
H -4.948 3.520 -2.012 0.0 0.0 0.0
C -0.053 -4.073 -1.921 0.0 -0.3 0.4
H -2.245 3.322 2.508 0.0 0.0 -0.1
C -0.215 -2.738 -2.056 -0.2 0.5 0.1
H 4.118 1.742 -1.101 0.0 -0.1 -0.1
C 1.741 -0.380 0.585 0.1 0.1 0.0
H -1.144 3.457 1.133 -0.1 -0.1 0.1
C -4.817 2.521 -1.623 0.0 0.0 0.0
H 0.560 0.058 -2.889 -0.2 0.0 0.0
H -2.510 2.313 1.084 0.0 0.0 0.0
C 1.507 0.659 -0.434 -0.2 -0.1 0.0
C -5.885 1.794 -1.142 -0.2 0.0 -0.1
H 1.989 3.168 -1.362 0.0 -0.2 -0.2
H 4.897 -1.402 1.472 -0.1 0.1 0.0
H -0.126 -2.135 -2.948 -0.1 -0.1 0.2
H 3.881 -0.208 2.297 0.0 -0.1 -0.1
H 4.461 0.106 0.660 0.0 0.0 -0.1
H -6.879 2.221 -1.132 0.0 0.0 0.0
H 0.791 1.590 3.805 -0.1 0.1 -0.1
H 2.007 -0.957 -2.751 0.0 0.1 0.0
C 0.733 -0.209 1.582 0.0 -0.3 0.0
H 0.198 -4.841 -2.644 -0.1 0.2 0.3
C 2.421 -2.404 1.893 -0.1 -0.1 0.1
H -6.485 -0.153 -0.377 0.1 0.1 0.0
Br -2.147 2.868 -2.440 0.1 0.0 0.1
C 3.710 0.969 -1.762 0.0 0.3 0.1
C -4.379 0.043 -0.748 -0.2 -1.2 0.6
H 4.135 0.019 -1.476 0.0 -0.1 0.0
H 0.068 2.354 -0.386 -0.1 0.0 -0.1
C 1.786 2.448 -2.166 -0.1 0.1 0.0
H -0.814 -3.121 1.106 0.0 0.0 -0.1
C -1.757 0.698 3.169 0.2 0.0 0.1
C 3.156 -2.242 -0.459 -0.1 -0.1 0.1
H 3.907 -2.991 -0.196 -0.1 0.1 0.0
C -0.573 -3.195 0.058 0.1 -0.2 -0.7
N -0.539 -2.198 -0.814 -0.1 0.1 -0.1
O -4.944 -2.158 -0.456 0.5 0.0 0.4
H 1.476 -2.909 1.651 0.3 0.1 0.1
C 1.646 0.066 -2.877 0.3 0.0 0.1
C 4.096 -0.670 1.327 0.0 0.0 0.1
C -5.678 0.484 -0.718 -0.2 0.2 -0.1